Entry i
DFT (ωB97M-V/def2-TZVPD) results for C20H29N3O4S as an isolated structure.

Geometry (Å):
1 C -1.100 -3.423 -1.253
2 O 0.079 -3.477 -0.432
3 C 1.085 -2.446 -0.588
4 C 1.073 -1.701 -1.672
5 C 2.053 -0.907 -1.896
6 C 2.929 -0.706 -0.694
7 C 2.814 -1.611 0.500
8 C 1.884 -2.429 0.326
9 O 1.951 -3.184 1.482
10 C 1.208 -4.369 1.783
11 H 1.168 -4.838 0.987
12 H 1.443 -4.691 2.601
13 H 0.150 -4.211 1.828
14 H 3.646 -1.350 1.171
15 C 4.107 0.350 -0.967
16 H 4.722 0.024 -1.516
17 H 4.717 0.189 0.148
18 C 3.640 1.747 -1.054
19 N 2.949 2.458 -0.153
20 C 1.619 2.965 -0.226
21 O 1.117 2.988 -1.543
22 C 0.830 3.572 1.051
23 C -0.102 2.594 1.466
24 C 0.473 1.152 1.707
25 O 1.513 1.043 1.959
26 N -0.035 0.215 0.763
27 C -1.164 0.405 -0.015
28 N -1.730 -0.031 -0.821
29 C -2.954 0.202 -1.479
30 C -4.124 -0.528 -1.107
31 H -4.931 -0.122 -1.943
32 H -4.006 -1.589 -1.372
33 C -4.603 -0.116 0.261
34 C -5.187 1.144 0.316
35 H -6.026 1.349 -0.349
36 H -4.348 2.200 0.144
37 H -5.494 1.478 1.174
38 C -5.721 -1.124 0.929
39 H -6.591 -1.033 0.007
40 H -6.177 -0.798 1.767
41 H -5.264 -2.242 0.802
42 H -3.921 -0.190 1.161
43 H -2.736 -0.067 -2.596
44 H -3.058 1.186 -1.501
45 S -1.621 2.378 0.220
46 H 0.395 -0.819 0.665
47 H -0.390 2.700 2.426
48 H 0.582 4.260 0.659
49 H 1.698 3.761 1.587
50 H 3.008 2.267 0.913
51 H 4.595 2.479 -1.297
52 H 3.119 1.901 -2.108
53 H 2.245 -0.024 -2.707
54 H 0.351 -1.805 -2.333
55 H -1.749 -4.226 -0.854
56 H -0.794 -3.608 -2.138
57 H -1.631 -2.490 -1.417

Kohn-Sham gap   8.793 eV
Charge   0
M   407.5 g/mol
2S+1   1

Entry ii
DFT (ωB97M-V/def2-TZVPD) results for a single C20H29N3O4S molecule.

Geometry (Å):
1 C 1.346 1.802 4.681
2 S 2.023 0.416 3.728
3 C 0.484 -0.437 3.251
4 C -0.344 0.348 2.249
5 C -1.636 -0.390 1.871
6 N -1.442 -1.577 1.046
7 C -2.593 0.594 1.167
8 O -2.674 1.762 1.484
9 N -3.339 0.002 0.220
10 C -4.226 0.699 -0.677
11 C -3.569 1.030 -2.030
12 C -2.515 2.126 -1.869
13 C -1.845 2.452 -3.199
14 C -1.154 1.202 -3.761
15 C 0.045 0.905 -2.854
16 O 0.785 1.797 -2.503
17 N 0.211 -0.400 -2.491
18 C 1.089 -0.936 -1.543
19 C 0.930 -2.281 -1.215
20 C 1.723 -2.901 -0.252
21 C 2.676 -2.130 0.366
22 C 2.848 -0.784 0.031
23 C 2.069 -0.159 -0.912
24 O 3.871 -0.263 0.762
25 C 4.325 -1.304 1.601
26 O 3.582 -2.477 1.332
27 C -2.202 0.103 -3.947
28 C -2.940 -0.222 -2.648
29 H 0.819 2.485 4.021
30 H 2.193 2.307 5.133
31 H 0.684 1.419 5.452
32 H 0.820 -1.386 2.830
33 H -0.080 -0.633 4.166
34 H 0.248 0.529 1.346
35 H -0.631 1.315 2.663
36 H -2.150 -0.703 2.789
37 H -0.764 -1.376 0.315
38 H -1.058 -2.334 1.601
39 H -3.152 -0.980 0.072
40 H -4.520 1.628 -0.182
41 H -5.114 0.080 -0.835
42 H -4.355 1.400 -2.698
43 H -1.757 1.804 -1.153
44 H -2.984 3.023 -1.462
45 H -1.101 3.235 -3.053
46 H -2.589 2.810 -3.913
47 H -0.725 1.450 -4.739
48 H -0.407 -1.079 -2.909
49 H 0.173 -2.866 -1.719
50 H 1.594 -3.941 -0.004
51 H 2.203 0.879 -1.159
52 H 4.187 -1.013 2.653
53 H 5.392 -1.494 1.406
54 H -1.761 -0.803 -4.374
55 H -2.928 0.468 -4.678
56 H -2.247 -0.651 -1.923
57 H -3.718 -0.963 -2.848

Kohn-Sham gap   8.542 eV
Charge   0
M   407.5 g/mol
2S+1   1

Of them, entry ii has the highest stability.

Entry i
DFT (ωB97M-V/def2-TZVPD) results for a single C8H12N2O2 molecule.

Geometry (Å):
1 O -5.424 0.716 0.830
2 C -4.365 0.621 0.366
3 N -3.336 0.648 -0.295
4 C -1.910 0.745 -0.214
5 C -1.456 -0.064 -1.414
6 C 0.063 -0.394 -1.707
7 C 0.641 -1.394 -0.675
8 C 1.169 -0.706 0.624
9 C 2.521 -0.048 0.691
10 N 2.513 0.548 1.989
11 C 3.178 1.246 2.658
12 O 3.823 1.907 3.441
13 H -1.570 0.374 0.753
14 H -1.595 1.865 -0.256
15 H -1.917 0.514 -2.226
16 H -2.048 -0.997 -1.471
17 H 0.649 0.569 -1.653
18 H 0.152 -0.816 -2.692
19 H 1.434 -1.945 -1.207
20 H -0.171 -2.118 -0.547
21 H 0.431 0.091 0.901
22 H 1.133 -1.428 1.463
23 H 3.372 -0.727 0.659
24 H 2.714 0.791 -0.018

Kohn-Sham gap   10.806 eV
Charge   0
M   168.2 g/mol
2S+1   1

Entry ii
DFT (ωB97M-V/def2-TZVPD) results for a single C8H12N2O2 molecule.

Geometry (Å):
1 C -2.446 -0.918 1.913
2 C -1.750 -0.920 0.505
3 C -2.454 -1.970 -0.402
4 C -0.584 -0.380 0.212
5 C 0.697 -0.624 0.085
6 O 1.068 -2.031 0.136
7 N 1.760 0.192 -0.340
8 C 2.755 -0.458 -1.151
9 C 1.811 1.357 0.576
10 O 1.068 1.153 1.727
11 C 1.990 2.488 -0.128
12 N 2.460 3.061 -1.137
13 H -1.742 -0.625 2.749
14 H -2.726 -1.954 2.154
15 H -3.347 -0.396 1.888
16 H -3.428 -2.176 -0.018
17 H -1.827 -2.852 -0.350
18 H -2.337 -1.705 -1.471
19 H 0.316 -2.454 0.611
20 H 2.386 -1.452 -1.208
21 H 2.904 -0.171 -2.208
22 H 3.764 -0.465 -0.800
23 H 0.225 1.583 1.677
24 H 3.343 3.449 -1.272

Kohn-Sham gap   7.716 eV
Charge   0
M   168.2 g/mol
2S+1   1

Of them, entry i has the highest stability.

Entry i
DFT (ωB97M-V/def2-TZVPD) results for a 3-piece molecular cluster, C6H17NO3 overall.

Geometry (Å):
1 C 1.349 2.212 1.273
2 C 1.989 1.532 -0.076
3 C 1.373 0.060 -0.078
4 C -0.013 -0.241 0.557
5 O -0.202 -1.010 1.531
6 N -1.064 0.434 -0.131
7 C -2.400 0.301 0.464
8 C -3.441 -0.101 -0.646
9 H 1.829 3.163 1.307
10 H 1.930 1.679 2.064
11 H 0.357 2.423 1.159
12 H 3.082 1.440 0.003
13 H 1.658 2.095 -0.975
14 H 1.409 -0.338 -1.053
15 H 2.144 -0.641 0.509
16 H -0.888 0.818 -1.136
17 H -2.431 1.272 1.102
18 H -2.319 -0.550 1.323
19 H -3.986 0.703 -1.171
20 H -4.209 -0.676 -0.212
21 H -2.973 -0.820 -1.391
22 O -0.689 -0.406 -3.613
23 H -0.236 -1.194 -4.016
24 H -0.771 -0.601 -2.715
25 O 2.755 -2.350 1.303
26 H 1.879 -2.678 1.508
27 H 2.909 -1.589 1.889

Kohn-Sham gap   10.185 eV
Charge   0
M   151.2 g/mol
2S+1   1

Entry ii
DFT (ωB97M-V/def2-TZVPD) results for a 2-piece molecular cluster, C6H17NO3 overall.

Geometry (Å):
1 C -12.830 -0.198 15.204
2 O -13.070 -0.663 13.814
3 C -14.442 -0.235 13.408
4 C -14.984 -0.991 12.162
5 N -13.986 -0.792 11.170
6 C -14.147 -1.519 9.930
7 C -13.504 -2.896 9.994
8 O -12.139 -2.721 10.389
9 C -11.207 -2.701 9.294
10 H -13.027 0.859 15.383
11 H -11.810 -0.365 15.549
12 H -13.521 -0.702 15.881
13 H -14.502 0.847 13.290
14 H -15.110 -0.573 14.201
15 H -15.995 -0.866 11.774
16 H -14.941 -2.071 12.304
17 H -13.174 -1.329 11.440
18 H -13.527 -0.976 9.217
19 H -15.159 -1.657 9.548
20 H -13.557 -3.455 9.060
21 H -13.901 -3.622 10.705
22 H -10.172 -2.679 9.635
23 H -11.266 -1.826 8.646
24 H -11.335 -3.462 8.524
25 O -13.733 1.997 11.080
26 H -13.933 1.080 10.893
27 H -14.102 2.151 11.950

Kohn-Sham gap   9.977 eV
Charge   0
M   151.2 g/mol
2S+1   1

Of them, entry i has the highest stability.

Entry i
DFT (ωB97M-V/def2-TZVPD) results for a 4-piece molecular cluster, C6H17NO3 overall.

Geometry (Å):
1 C -1.709 -0.412 1.754
2 C -0.739 -0.178 2.607
3 C 0.333 0.769 2.221
4 C 1.011 0.300 1.228
5 C 2.058 1.015 0.326
6 N 2.217 0.219 -0.973
7 C 2.341 -1.207 -0.809
8 H -1.895 0.076 0.794
9 H -2.479 -1.140 2.008
10 H -0.509 -0.724 3.537
11 H 0.213 1.663 2.531
12 H 0.880 -0.645 0.922
13 H 1.749 2.081 0.060
14 H 3.027 1.142 0.835
15 H 1.409 0.260 -1.619
16 H 3.404 -1.393 -0.821
17 H 1.932 -1.762 -1.620
18 H 1.937 -1.695 0.119
19 O -0.713 -1.877 -2.220
20 H -0.849 -1.316 -1.436
21 H -1.645 -2.244 -2.323
22 O -2.313 0.253 -2.239
23 H -1.833 0.590 -2.904
24 H -2.606 0.971 -1.786
25 O -1.905 1.982 -0.276
26 H -1.078 1.741 -0.418
27 H -2.238 1.532 0.503

Kohn-Sham gap   9.511 eV
Charge   0
M   151.2 g/mol
2S+1   1

Entry ii
DFT (ωB97M-V/def2-TZVPD) results for a 3-piece molecular cluster, C6H17NO3 overall.

Geometry (Å):
1 C -1.958 -3.203 -0.508
2 C -1.790 -2.274 -1.485
3 C -0.486 -2.042 -2.184
4 C 0.462 -1.101 -1.427
5 C -0.191 0.152 -0.800
6 N 0.647 0.674 0.278
7 C 1.687 1.654 -0.004
8 O 2.901 1.010 0.399
9 H -2.887 -3.157 0.009
10 H -1.138 -3.887 -0.601
11 H -2.565 -1.586 -1.816
12 H 0.067 -2.972 -2.428
13 H -0.772 -1.531 -3.154
14 H 0.988 -1.774 -0.736
15 H 1.321 -0.784 -2.026
16 H -0.176 0.975 -1.564
17 H -1.197 -0.163 -0.500
18 H 0.120 0.689 1.152
19 H 1.566 2.619 0.533
20 H 1.702 2.046 -1.043
21 H 3.186 0.239 -0.107
22 O 0.340 1.353 2.851
23 H 1.218 1.593 3.177
24 H -0.099 1.120 3.680
25 O -1.903 2.442 1.512
26 H -1.280 1.803 1.163
27 H -1.525 2.817 2.316

Kohn-Sham gap   8.781 eV
Charge   0
M   151.2 g/mol
2S+1   1

Of them, entry ii has the highest stability.